H8N2Si2 | the ωB97M-V functional and the def2-TZVPD basis

Bonds (Å) are listed after each position.
Cartesian coordinates (Å):
1 H -0.736 -1.795 0.168  Si6 1.578
2 H 2.296 1.238 1.209  N7 1.023
3 N 0.582 0.843 0.231  Si6 1.686, N7 1.457, H10 1.010
4 H -2.361 0.427 -0.633  Si5 1.591
5 Si -3.314 -0.495 0.245  H4 1.591, H9 1.605
6 Si 0.486 -0.818 -0.042  H1 1.578, N3 1.686, H11 1.575, H12 1.537
7 N 1.821 1.594 0.376  H2 1.023, N3 1.457, H8 0.966
8 H 2.319 1.429 -0.436  N7 0.966
9 H -3.323 -1.736 -0.773  Si5 1.605
10 H -0.162 1.460 0.525  N3 1.010
11 H 1.753 -1.384 0.702  Si6 1.575
12 H 0.638 -0.763 -1.571  Si6 1.537

Multiplicity   1
Frontier orbital gap   7.8 eV
HOMO   -8.946 eV
LUMO level   -1.2 eV
E   -18860.737 eV
ΔE to the lowest compared entry with this formula, charge and spin   558.6 kJ/mol